DFT (ωB97M-V with the def2-TZVPD basis set) results for 3 unconnected molecules or ions with the total composition C4H12O2 in a non-equilibrium geometry.

Output
ΔE to the lowest compared entry with this formula, charge and spin in kJ/mol: 94.3
SMILES: C/C=C/C.O.O
HOMO energy in eV: -9.4
Gap between HOMO and LUMO in eV: 9.94
Molar mass in g mol⁻¹: 92.14
Total energy in eV: -8436.5371

Last column: Löwdin charge in e.
Geometry (Å):
C1 -0.15 -0.86 -2.16  -0.12
C2 -0.13 0.13 -1.05  -0.19
C3 -0.97 1.14 -0.87  -0.18
C4 -0.95 2.03 0.34  -0.12
H1 -0.50 -1.84 -1.84  0.06
H2 -0.52 -0.52 -3.13  0.08
H3 0.88 -1.23 -2.32  0.07
H4 0.44 -0.22 -0.19  0.10
H5 -1.53 1.56 -1.67  0.10
H6 -0.32 1.69 1.15  0.06
H7 -1.97 2.19 0.71  0.07
H8 -0.57 3.03 0.09  0.07
O1 4.37 0.98 2.15  -0.05
H9 4.67 1.87 2.32  0.03
H10 3.42 0.94 2.15  0.02
O2 -2.63 -3.08 0.86  -0.06
H11 -1.79 -2.87 1.26  0.03
H12 -2.59 -2.92 -0.09  0.03